Record 1
A cluster of 2 separate species, C5H13NO2 in total, computed with ωB97M-V with the def2-TZVPD basis set.

```
21
Properties=species:S:1:pos:R:3:forces:R:3:lowdin_charge:R:1
C -2.2086 -1.7682 -0.1990 -1.41 0.94 0.09 -0.0965
C -1.6952 -1.2147 -1.5855 -0.72 -0.73 2.93 -0.1129
C -1.1290 0.1462 -1.3148 1.00 1.07 -0.55 -0.5334
O -0.5811 0.8027 -2.1631 -0.13 0.09 -0.10 0.0946
O -1.2042 0.5983 -0.0347 -0.80 -0.81 -0.13 0.0546
H -3.1157 -1.1897 0.1301 0.91 -0.16 -0.35 0.0855
H -1.4759 -1.6133 0.6104 -0.20 -0.38 -0.56 0.0695
H -2.6134 -2.7739 -0.1887 0.53 -0.43 -0.38 0.0597
H -0.9187 -1.8827 -1.9251 0.34 0.12 -0.45 0.1140
H -2.4935 -1.1557 -2.3174 0.04 0.07 -0.12 0.1199
H -0.8911 1.5043 0.0293 0.37 0.25 -0.39 0.1227
C 2.7996 -0.5893 1.4967 -0.86 -1.50 0.96 -0.1188
C 1.6094 0.3538 1.3531 -0.03 1.05 0.34 -0.3220
N 1.9518 1.7855 1.7071 0.02 -0.45 -0.02 -0.0307
H 3.4047 -0.1937 2.3074 0.29 -0.41 0.21 0.0584
H 3.4253 -0.7571 0.6251 -0.08 0.46 -0.25 0.0622
H 2.4045 -1.6234 1.7679 0.68 1.20 -0.12 0.0866
H 1.3793 0.4290 0.2985 -0.60 -0.39 -0.15 0.0704
H 0.7184 -0.0305 1.9429 1.06 0.71 -0.76 0.1187
H 2.9582 1.9147 1.7670 -0.20 -0.11 -0.14 0.0481
H 1.5728 2.1856 2.5585 -0.19 -0.60 -0.05 0.0494
```
Positions in Å, forces in eV/Å.

The calculation puts the lowest unoccupied orbital energy at 0.80 eV. The calculation puts the HOMO-LUMO gap at 9.9 eV. The highest occupied orbital energy comes out at -0.3354 Eh. As for the energy above the lowest of the compared OMol25 structures with the same formula, charge and spin: 30.01 kcal/mol. As for the SMILES: CCC(=O)O.CCN.

---

Record 2
A cluster of 3 separate species, C5H13NO2 in total, computed with ωB97M-V with the def2-TZVPD basis set.

```
21
Properties=species:S:1:pos:R:3:forces:R:3:lowdin_charge:R:1
C 0.7981 1.4379 1.4972 1.18 -3.62 1.02 0.0406
N 0.6344 0.2020 1.1103 0.91 2.50 0.19 -0.0035
C 0.0326 0.0409 -0.1371 -2.67 1.70 -2.39 -0.4120
C -1.3111 0.1039 -0.3437 2.33 -1.34 -2.86 0.0230
C 1.0207 -0.0539 -1.3428 -0.63 -1.21 0.74 -0.1670
C 1.2390 -1.5986 -1.3778 -2.12 0.76 -3.77 -0.1106
H 1.5499 1.4873 2.3200 -1.08 0.63 -0.28 0.0917
H 0.3149 2.2944 1.0714 -0.08 0.40 -0.51 0.0781
H -1.7168 0.0088 -1.4221 1.00 0.08 1.90 0.0944
H -2.0344 0.0289 0.3941 -0.99 0.17 1.47 0.0339
H 0.6397 0.3895 -2.3639 0.64 -0.91 2.25 0.1435
H 1.9864 0.3598 -1.0284 -0.31 0.43 -0.36 0.0933
H 0.2994 -2.0936 -1.7321 0.40 0.61 -0.01 0.0857
H 1.9517 -1.8829 -2.1301 0.79 -0.22 -0.01 0.0595
H 1.3449 -2.0858 -0.4836 1.06 -0.62 2.53 0.0358
O 1.1004 -1.8160 3.0898 -2.74 0.37 0.62 -0.1295
H 0.2061 -1.7739 3.5694 2.10 -0.36 -0.63 0.0663
H 0.8239 -1.3214 2.2862 0.79 -0.05 0.19 -0.0263
O -2.9647 2.0248 -0.6827 -1.16 -1.03 2.39 -0.0429
H -3.3573 1.4470 -1.3196 -0.02 0.30 -1.00 0.0299
H -2.5578 2.8010 -0.9746 0.60 1.41 -1.47 0.0162
```
Positions in Å, forces in eV/Å.

The calculation puts the lowest unoccupied orbital energy at 0.61 eV. The calculation puts the HOMO-LUMO gap at 9.3 eV. The highest occupied orbital energy comes out at -0.3208 Eh. As for the energy above the lowest of the compared OMol25 structures with the same formula, charge and spin: 87.41 kcal/mol. As for the SMILES: C=NC(=C)CC.O.O.

---

Record 3
A structure of composition C5H13NO2, computed with ωB97M-V with the def2-TZVPD basis set.

```
21
Properties=species:S:1:pos:R:3:forces:R:3:lowdin_charge:R:1
C -0.6913 0.1325 -0.4723 0.01 0.10 0.02 -0.6042
C 2.2726 -0.8328 1.6265 0.13 0.21 -0.08 -0.1236
C -1.3343 -0.6187 0.6923 0.09 0.05 -0.12 -0.0413
C -1.3049 -0.3170 -1.8151 0.09 0.02 0.14 -0.0315
C -0.7952 1.6461 -0.3024 0.11 -0.17 -0.05 -0.0391
N 0.7061 -0.3696 -0.5732 0.79 0.82 -0.67 0.0321
O 1.5960 0.2320 0.9803 0.23 0.31 -0.85 -0.1974
O 1.5136 0.4496 -1.2332 -1.17 -0.79 0.12 -0.1340
H 2.0415 0.6073 -0.0784 -0.24 -0.55 1.51 0.1350
H 3.1141 -0.4185 2.1893 -0.04 -0.09 -0.02 0.0833
H 2.6382 -1.5680 0.9035 -0.02 0.03 0.02 0.0838
H 1.5909 -1.3196 2.3260 0.01 0.04 -0.05 0.0792
H -0.3011 2.1624 -1.1233 -0.02 -0.01 0.01 0.0800
H -1.1918 -1.6949 0.5838 0.00 0.01 -0.02 0.0862
H -0.8865 -0.3021 1.6346 -0.02 0.02 -0.01 0.0775
H -2.4048 -0.4124 0.7252 0.02 0.01 -0.01 0.0865
H -0.8278 0.2022 -2.6456 0.00 0.00 0.02 0.0845
H -1.1919 -1.3923 -1.9588 0.01 0.01 0.01 0.0848
H -2.3697 -0.0791 -1.8095 0.03 0.01 0.02 0.0888
H -0.3282 1.9531 0.6332 -0.01 0.00 0.01 0.0815
H -1.8456 1.9398 -0.2829 0.00 -0.04 0.00 0.0878
```
Positions in Å, forces in eV/Å.

The calculation puts the lowest unoccupied orbital energy (alpha / beta) at 0.06 / 0.06 eV. The calculation puts the HOMO-LUMO gap (alpha / beta) at 9.1 / 9.1 eV. The highest occupied orbital energy (alpha / beta) comes out at -0.3308 / -0.3308 Eh. As for the energy above the lowest of the compared OMol25 structures with the same formula, charge and spin: 125.89 kcal/mol.

---

Record 4
A cluster of 2 separate species, C5H13NO2 in total, computed with ωB97M-V with the def2-TZVPD basis set.

```
21
Properties=species:S:1:pos:R:3:forces:R:3:lowdin_charge:R:1
C 1.6861 0.8989 -0.3057 -0.01 -0.01 0.14 -0.0899
C 0.7958 0.2478 0.7440 -0.14 -0.13 -0.15 -0.1759
C 0.0586 -1.0023 0.2195 0.43 -0.18 0.16 -0.6735
C 0.9456 -2.2453 0.3437 -0.37 0.21 -0.15 -0.0043
O -1.0964 -1.1387 1.0342 -0.21 0.06 0.30 -0.0133
O -0.3193 -0.9066 -1.1184 0.01 0.02 -0.18 -0.0090
H 1.0850 1.3850 -1.0759 0.10 -0.06 0.00 0.0586
H 2.3180 0.1532 -0.7860 0.07 0.04 -0.09 0.0729
H 2.3295 1.6492 0.1592 -0.02 -0.02 -0.07 0.0731
H 0.0541 0.9662 1.0949 0.00 -0.03 0.08 0.0926
H 1.3923 -0.0570 1.6068 -0.09 0.05 0.04 0.1160
H 1.0569 -2.5217 1.3898 0.03 0.03 0.04 0.0871
H 1.9230 -2.0470 -0.0853 0.13 -0.05 -0.08 0.0796
H 0.4849 -3.0672 -0.2068 0.04 -0.02 0.02 0.0875
H -1.5711 -1.9292 0.7490 0.09 0.04 -0.06 0.1038
H -0.8081 -0.0679 -1.2549 0.05 -0.05 -0.03 0.0388
C -2.1936 1.8374 -0.1359 -0.67 0.67 0.59 -0.0937
N -1.6561 1.6148 -1.2421 0.50 -0.09 -1.05 0.0407
H -2.2947 1.0145 0.5516 0.04 -0.32 0.32 0.0553
H -2.6003 2.8028 0.1994 0.14 -0.10 -0.23 0.0797
H -1.5902 2.4130 -1.8811 -0.13 -0.07 0.39 0.0739
```
Positions in Å, forces in eV/Å.

The calculation puts the lowest unoccupied orbital energy at 0.96 eV. The calculation puts the HOMO-LUMO gap at 10.9 eV. The highest occupied orbital energy comes out at -0.3669 Eh. As for the energy above the lowest of the compared OMol25 structures with the same formula, charge and spin: 30.43 kcal/mol. As for the SMILES: CCC(C)(O)O.C=N.

---

Record 5
The molecule C5H13NO2Si, computed with ωB97M-V with the def2-TZVPD basis set.

```
22
Properties=species:S:1:pos:R:3:forces:R:3:mulliken_spin:R:1
C -2.8928 -0.2056 0.0072 1.64 -2.36 0.92 0.8864
C -3.3471 1.1313 -0.3516 -1.00 -1.10 -2.34 -0.0425
C 1.3729 -0.5130 1.7380 3.43 0.72 -0.09 0.0047
C 1.9368 1.6262 -0.3228 1.58 -3.30 -4.43 0.0007
C 1.7351 -1.6058 -1.1913 1.42 0.43 2.99 0.0064
N -1.3945 -0.7432 0.1270 -0.89 4.33 -0.14 0.5172
O -1.0311 -1.8921 0.2298 -0.49 -2.70 -0.07 0.4399
O -0.4548 0.1591 -0.3530 0.11 0.75 -0.53 0.0370
Si 1.2244 -0.1390 -0.1117 -0.21 -0.12 0.90 0.0003
H -3.3217 -0.8697 0.7299 -0.93 -0.01 0.03 0.0356
H -3.7561 1.7428 0.3868 -1.20 0.35 1.86 0.0472
H -4.0729 1.1826 -1.2481 1.01 -0.38 1.24 0.0688
H -2.5308 1.6988 -0.6033 2.26 1.29 -1.20 0.0018
H 2.4150 -0.9061 2.0619 -1.44 0.00 -1.00 -0.0011
H 1.5038 0.4633 2.2658 -1.31 -0.65 -0.06 0.0005
H 0.6552 -1.2460 2.0295 -0.69 -0.01 0.73 -0.0024
H 2.2911 1.8784 -1.3987 -0.39 -0.65 1.63 0.0004
H 1.2129 2.2902 -0.1709 -3.20 2.72 1.00 -0.0004
H 2.7299 1.8031 0.3130 1.75 0.27 1.44 -0.0002
H 2.7312 -1.5946 -1.5230 1.57 0.96 -1.00 -0.0021
H 1.8785 -2.5316 -0.6286 -1.11 -0.02 0.40 -0.0003
H 1.1150 -1.7291 -1.9859 -1.89 -0.53 -2.29 0.0019
```
Positions in Å, forces in eV/Å.

Its expectation value of S² is 2.01. The calculation puts the lowest unoccupied orbital energy (alpha / beta) at 0.88 / -0.69 eV. The calculation puts the HOMO-LUMO gap (alpha / beta) at 7.7 / 9.5 eV. The highest occupied orbital energy (alpha / beta) comes out at -0.2488 / -0.3752 Eh. Its spin multiplicity is 3. As for the energy above the lowest of the compared OMol25 structures with the same formula, charge and spin: 33.64 kcal/mol.

---

Record 6
A cluster of 2 separate species, C5H13NO3 in total, computed with ωB97M-V with the def2-TZVPD basis set.

```
22
Properties=species:S:1:pos:R:3:forces:R:3:lowdin_charge:R:1
C -0.5106 0.1909 -2.9769 -2.61 -1.73 3.36 -0.0858
C 0.6935 -0.2596 -2.2433 1.88 -2.62 -0.52 -0.1730
C 0.9237 0.2611 -0.8316 -0.71 2.24 0.29 -0.4041
O 1.6611 1.2228 -0.7868 1.15 0.35 0.16 0.0593
N 0.1615 0.1191 0.3723 1.39 -1.58 -4.39 -0.0133
C -0.5220 -1.0580 0.6838 -0.49 -3.46 -0.22 -0.2039
C -0.0490 -1.8558 1.9634 -4.68 0.43 -0.97 -0.2233
O -0.3500 -1.0945 3.1148 0.11 2.38 -0.11 -0.0904
H -0.7921 -0.4190 -3.7419 -0.27 -2.57 -2.13 0.0439
H -1.4664 0.1525 -2.3732 1.06 0.16 -0.09 0.1098
H -0.5669 1.0545 -3.4800 0.78 4.00 -1.04 0.0397
H 0.9690 -1.3290 -2.4388 -1.68 -0.20 1.19 0.1256
H 1.5967 -0.0901 -2.8322 0.19 1.79 0.38 0.1164
H 0.6919 0.6080 1.0176 0.76 1.08 1.99 0.1130
H -0.4751 -1.7892 -0.2269 -0.17 1.33 1.53 0.1592
H -1.5723 -0.7870 0.8360 -0.20 -0.53 0.17 0.1150
H 0.9398 -2.1884 1.9234 1.62 -0.49 0.00 0.0909
H -0.8292 -2.6902 2.0533 1.60 0.39 -0.53 0.1359
H -0.6433 -0.1787 2.8191 0.57 -1.69 0.83 0.1103
O -1.3519 2.2784 0.6614 2.60 -1.65 -3.40 -0.1730
H -1.3387 1.2927 0.2844 -0.16 3.12 1.34 0.0490
H -0.5313 2.6056 0.0644 -2.75 -0.75 2.18 0.0987
```
Positions in Å, forces in eV/Å.

The calculation puts the lowest unoccupied orbital energy at 0.62 eV. The calculation puts the HOMO-LUMO gap at 10.5 eV. The highest occupied orbital energy comes out at -0.3639 Eh. As for the energy above the lowest of the compared OMol25 structures with the same formula, charge and spin: 78.56 kcal/mol. As for the SMILES: CCC(=O)NCCO.O.